{"formula": "C3H6N4O", "method": "the ωB97M-V functional and the def2-TZVPD basis", "smiles": "Cc1n[nH]o/c1=N/N", "orbital_gap_ev": 8.57, "e_tot_ha": -412.0273, "homo_energy_ev": -8.029, "relative_energy_kj_mol": 476.9, "multiplicity": 1, "symbols": ["C", "C", "N", "N", "O", "C", "N", "N", "H", "H", "H", "H", "H", "H"], "positions_angstrom": [[0.076, 1.687, -0.053], [0.713, 0.395, 0.026], [2.033, 0.287, 0.081], [2.280, -1.041, 0.133], [1.097, -1.745, 0.030], [0.112, -0.940, 0.056], [-1.096, -1.368, -0.181], [-2.192, -0.524, 0.076], [0.867, 2.328, -0.254], [-0.513, 2.097, 0.873], [-0.678, 1.793, -0.899], [2.787, -1.334, -0.666], [-3.086, -1.037, -0.300], [-2.401, -0.598, 1.078]]}